1.
Computed, not measured: a structure of composition C26H19Cl2F12IrNO6PS2, with ωB97M-V/def2-TZVPD.

Structure (XYZ):
```
70
Properties=species:S:1:pos:R:3:forces:R:3
Ir 0.13824 -0.27171 0.30307 0.28 -0.37 0.68
O 2.49201 -1.11354 -0.36219 -0.23 -0.11 -0.01
C 2.11796 -0.37266 0.49301 0.51 0.13 -0.10
C 2.88196 0.39049 1.47975 -0.06 0.00 0.24
C 4.27093 0.43622 1.48724 -0.01 -0.07 -0.11
C 4.90303 1.13134 2.50289 0.04 0.03 0.05
C 4.15932 1.74253 3.50823 0.01 0.00 -0.02
C 2.77201 1.68230 3.50468 0.00 0.03 0.01
C 2.13342 1.01932 2.46741 -0.10 0.08 0.04
P 0.34490 0.80373 2.33842 0.08 -0.07 -0.41
C -0.51218 2.37188 2.34392 0.04 0.01 0.06
C 0.19637 3.56712 2.44220 -0.06 0.00 -0.06
C -0.49411 4.76861 2.47246 0.02 0.01 0.00
C -1.87785 4.78133 2.39119 0.00 0.00 0.00
C -2.58414 3.59087 2.27411 0.00 0.01 -0.02
C -1.90534 2.38674 2.24976 -0.04 -0.01 -0.03
C -0.12364 -0.13684 3.79530 0.12 -0.03 0.01
C -1.33676 0.06502 4.45311 -0.05 0.00 0.01
C -1.63793 -0.67789 5.58214 0.00 -0.01 0.01
C -0.73544 -1.61665 6.06326 -0.01 0.00 0.00
C 0.48529 -1.80154 5.42879 0.00 0.00 0.00
C 0.79534 -1.06144 4.30121 0.00 -0.02 0.02
H 4.83179 -0.06478 0.70921 0.01 0.01 0.01
H 5.98270 1.19122 2.52502 -0.01 -0.01 -0.01
H 4.66774 2.26758 4.30609 0.00 -0.01 -0.01
H 2.20343 2.14120 4.30387 0.00 0.01 -0.01
H 1.27698 3.57247 2.46282 0.00 0.00 0.01
H 0.05552 5.69734 2.54513 -0.01 0.00 -0.01
H -2.40934 5.72353 2.40523 0.00 0.00 0.00
H -3.66231 3.60008 2.18942 0.00 0.00 0.00
H -2.46010 1.46411 2.13899 0.02 0.07 -0.04
H -2.04187 0.80532 4.10110 0.06 -0.07 0.07
H -2.57779 -0.51528 6.09209 0.00 -0.01 0.00
H -0.97784 -2.19489 6.94506 0.00 0.01 0.00
H 1.20181 -2.51243 5.81789 -0.01 0.00 0.00
H 1.76784 -1.18381 3.83934 -0.04 -0.05 -0.04
F -4.68453 -1.15244 1.70135 0.03 -0.04 0.01
C -3.50155 -1.41983 1.18893 0.02 0.06 -0.03
F -3.41597 -2.70731 0.88682 0.04 0.03 0.06
F -2.55555 -1.13243 2.09822 -0.12 -0.06 -0.05
S -3.21935 -0.36290 -0.34178 0.16 0.00 -0.22
O -1.93114 0.31482 -0.07075 -0.28 0.03 0.09
O -4.32654 0.51351 -0.44652 -0.04 -0.07 0.00
N -3.15535 -1.38919 -1.52837 0.22 0.19 0.11
S -1.89305 -2.28840 -1.79499 -0.63 -0.17 0.07
O -0.80042 -1.95148 -0.86841 0.64 0.30 -0.52
O -2.17306 -3.67961 -1.86312 -0.03 -0.01 0.01
C -1.34820 -1.81862 -3.52645 -0.09 0.08 0.06
F -1.80192 -0.61783 -3.85355 0.03 0.00 0.03
F -0.02012 -1.81620 -3.56032 0.04 -0.08 -0.01
F -1.81997 -2.71091 -4.36624 0.01 -0.05 -0.04
C -0.06786 1.29025 -2.50834 0.12 -0.06 -0.06
C 0.72110 2.08057 -1.49162 0.14 0.01 0.22
O 0.70541 1.56906 -0.17826 -0.42 -0.06 -0.25
C 0.12242 3.49817 -1.34811 -0.12 -0.03 0.00
F 0.83423 4.25089 -0.50428 0.05 0.05 0.02
F -1.12522 3.40572 -0.86561 0.07 0.00 0.02
F 0.05808 4.13602 -2.51730 -0.02 0.00 -0.05
C 2.20771 2.15317 -1.93259 -0.07 0.12 0.00
F 2.38974 2.94733 -2.98661 -0.03 0.00 -0.03
F 2.63924 0.92648 -2.27042 0.03 -0.08 0.04
F 2.99702 2.58707 -0.94374 0.03 0.02 0.04
H -1.11698 1.26296 -2.23535 -0.06 0.05 0.02
H 0.34008 0.28127 -2.55936 -0.05 0.02 -0.02
H 0.03534 1.73788 -3.49631 -0.03 -0.02 0.00
Cl 0.49812 -2.78690 1.59057 -0.26 0.18 0.19
C 0.24019 -4.25352 0.56919 0.00 0.07 -0.08
Cl 1.49106 -4.42690 -0.63522 -0.01 -0.02 0.00
H -0.72351 -4.14230 0.08904 0.00 -0.04 0.02
H 0.26331 -5.08128 1.26726 0.04 -0.02 0.00
```
Positions in Å, forces in eV/Å.

The LUMO energy (spin up / spin down) comes out at -4.61 / -5.98 eV. Its multiplicity is 2. The total charge is +1. For the HOMO energy (spin up / spin down), the calculation gives -12.60 / -12.58 eV. The value obtained for the energy above the lowest of the compared OMol25 structures with the same formula, charge and spin is 0.0 kcal/mol. For the frontier orbital gap (spin up / spin down), the calculation gives 8.0 / 6.6 eV.

2.
Computed, not measured: a structure of composition C17H31Cl3MoO2P2, with ωB97M-V/def2-TZVPD.

Structure (XYZ):
```
56
Properties=species:S:1:pos:R:3:forces:R:3
P -0.00597 0.34442 -4.53850 2.30 0.62 -6.19
P 1.31222 2.21918 -2.83322 5.42 6.32 -4.62
C 0.97127 1.86590 -5.61587 0.08 -0.88 1.82
C 2.11889 2.10496 -4.68423 -0.97 -0.15 1.16
H 0.24266 2.65236 -5.82286 0.28 0.26 0.47
H 1.29488 1.50196 -6.59748 0.01 -0.35 0.59
H 2.79882 1.22439 -4.64435 -0.30 0.74 -0.17
H 2.68574 3.03702 -4.84519 -0.27 -0.37 0.27
C 0.26185 3.69660 -3.16489 -0.62 -0.20 1.07
H -0.14666 4.01360 -2.20266 0.12 0.07 -0.11
H -0.58695 3.50178 -3.80920 -0.06 -0.31 -0.22
H 0.82842 4.51319 -3.57713 0.57 0.15 -0.20
C 2.92102 2.77388 -2.16069 0.36 0.38 1.33
H 3.59623 3.20104 -2.91783 -0.50 -0.41 0.11
H 3.43088 1.98004 -1.60176 -0.09 -0.03 -0.37
H 2.68539 3.52140 -1.39008 0.39 -0.24 -0.56
C -0.46560 0.04616 -6.60889 -3.05 -0.78 -0.37
H 0.09107 -0.77262 -7.09964 -0.06 0.22 0.94
H -0.31911 0.95074 -7.23799 -0.38 -0.42 0.86
H -1.59960 -0.18768 -6.78762 2.76 -0.67 -0.13
C 1.34437 -0.90238 -4.97305 0.11 -0.39 0.60
H 1.93036 -1.15218 -4.06554 -0.09 -0.06 -0.70
H 1.99360 -0.61541 -5.83734 -0.57 0.12 0.97
H 0.73516 -1.76668 -5.30588 0.73 0.32 0.42
Mo 0.12847 0.65925 -1.98093 -3.99 -5.16 4.42
C -2.98021 0.10484 -6.09457 -1.02 1.38 2.33
C -3.76767 -0.51013 -5.24891 -0.41 -0.48 -0.20
C -3.63181 -1.26716 -3.95119 -0.14 -0.97 2.39
C -3.29988 -2.81394 -4.06454 -0.07 0.91 0.65
C -2.27483 -3.14065 -5.10489 -0.29 0.08 -1.00
C -1.04760 -3.61707 -4.86014 1.82 1.18 1.00
C -0.22099 -3.17531 -3.59372 0.12 -1.51 -0.20
C -0.60534 -1.94463 -2.84302 -1.70 -1.36 0.59
C 1.61828 -0.25234 -0.82480 0.16 -0.06 0.06
H -2.44331 1.10089 -6.06263 -1.79 -0.74 -0.88
H -4.83749 -0.62893 -5.55232 0.37 0.99 -0.31
H -4.54993 -1.19462 -3.28513 0.36 0.09 -1.62
H -2.94942 -0.74889 -3.23858 0.04 -0.06 -1.26
H -2.97853 -3.24457 -3.09033 -0.23 0.76 -0.34
H -4.27265 -3.30373 -4.22772 0.52 -0.12 -0.55
H -2.61395 -2.92258 -6.13359 -0.02 -1.31 0.25
H -0.42752 -4.29702 -5.47826 -0.66 1.07 -0.45
H 0.86640 -3.11104 -3.78458 -0.48 -0.79 -0.27
H -0.36177 -4.03798 -2.91433 0.49 0.37 0.34
H -1.60628 -1.69155 -3.16100 0.65 0.73 0.34
H -0.59664 -2.12992 -1.75876 0.44 0.64 -0.32
H 2.25054 0.47056 -0.28105 -0.31 -0.16 -0.30
H 2.25576 -0.91198 -1.43681 -0.18 0.15 -0.15
H 1.15711 -0.89660 -0.05711 -0.18 0.16 -0.26
Cl -1.59156 2.91220 -0.18924 -0.10 -0.12 -0.18
C -0.11076 1.96306 0.18173 -0.98 0.14 0.28
Cl -0.40291 0.94809 1.60850 -0.01 -0.39 -0.75
Cl -2.15470 0.10291 -1.35755 1.01 0.69 -0.18
C 0.73671 3.28366 0.66431 2.98 1.54 -3.36
O 0.64820 3.48978 1.87174 -0.16 -0.22 -0.22
O 1.34981 3.87844 -0.28753 -2.44 -1.41 3.16
```
Positions in Å, forces in eV/Å.

The LUMO energy (spin up / spin down) comes out at -9.35 / -9.35 eV. Its multiplicity is 3. The total charge is +2. For the HOMO energy (spin up / spin down), the calculation gives -14.88 / -14.97 eV. The value obtained for the energy above the lowest of the compared OMol25 structures with the same formula, charge and spin is 216.6 kcal/mol. For the frontier orbital gap (spin up / spin down), the calculation gives 5.5 / 5.6 eV.

3.
Computed, not measured: an isolated molecule of C9H14S, with ωB97M-V/def2-TZVPD.

Structure (XYZ):
```
24
Properties=species:S:1:pos:R:3:forces:R:3
C 2.37192 1.35713 0.96269 -3.08 -2.91 -1.82
C 2.53713 0.07082 1.00366 1.20 0.16 1.46
C 1.22406 1.87157 0.07786 1.43 1.00 1.43
C 0.26508 0.76190 -0.41571 1.14 -0.09 0.12
C 1.02274 -0.50191 -0.78750 1.17 -1.37 0.84
C 1.26160 -1.17157 -2.12210 -0.28 2.32 0.16
C -2.75386 -1.09237 1.10211 -2.17 2.05 2.88
C -0.71168 0.29663 0.70769 -0.40 -0.58 -2.56
C -1.88209 -0.38745 0.06102 -0.86 -3.42 1.44
S 1.77527 -1.32088 0.54544 -0.24 -0.77 -0.76
H 3.02057 2.03262 1.31530 2.42 2.42 1.30
H 0.88419 2.74334 0.67358 -1.18 -0.53 -0.58
H 1.88302 2.35754 -0.62984 -0.54 0.08 -1.34
H -0.14774 1.05686 -1.40517 -0.62 0.19 0.95
H 2.01851 -1.92876 -2.03963 -0.26 -0.80 0.20
H 1.76444 -0.44111 -2.80698 -1.01 -0.41 -0.05
H 0.24240 -1.49156 -2.40612 0.75 -0.16 -0.80
H -2.51608 -2.07952 1.40868 0.81 -0.97 -0.02
H -3.88096 -1.12680 0.98970 1.20 0.18 -0.77
H -2.71094 -0.47822 2.05883 0.08 -0.68 -0.72
H -0.26568 -0.41093 1.39264 0.39 0.08 0.01
H -1.15242 1.03328 1.28229 -0.42 2.18 1.17
H -2.59338 0.13868 -0.48076 -0.54 1.82 -1.39
H -1.65611 -1.28928 -0.48769 1.01 0.21 -1.17
```
Positions in Å, forces in eV/Å.

The LUMO energy (spin up / spin down) comes out at 0.34 / 0.10 eV. The total charge is 0. For the HOMO energy (spin up / spin down), the calculation gives -7.72 / -7.55 eV. The value obtained for the energy above the lowest of the compared OMol25 structures with the same formula, charge and spin is 128.0 kcal/mol. For the frontier orbital gap (spin up / spin down), the calculation gives 8.1 / 7.6 eV.

> Which of these has the highest total charge?

C17H31Cl3MoO2P2